[1]
C24H52BrFNO5 | ωB97M-V/def2-TZVPD

Structure (XYZ):
```
84
Properties=species:S:1:pos:R:3
C 1.71752 -2.34950 1.28264
C 2.59480 -1.12964 1.57400
C 2.16943 0.09913 0.76490
C 1.03364 0.91207 1.46456
C 1.36496 2.40789 1.70991
C -0.26291 0.75469 0.73159
C -0.47189 1.23990 -0.56385
C 0.56278 2.05267 -1.29564
C 0.38678 3.57344 -1.13452
F 1.59444 4.15492 -0.77548
C -1.68237 1.00349 -1.18681
C -2.73637 0.32887 -0.57135
C -4.04742 0.05477 -1.24954
C -4.07036 -1.32331 -1.94084
C -2.50249 -0.11539 0.70201
N -1.30973 0.10161 1.30526
Br -1.25066 -0.56841 3.04552
H 1.95052 -2.72375 0.28447
H 0.66203 -2.05719 1.27668
H 1.85889 -3.13797 2.01438
H 3.63025 -1.36575 1.32909
H 2.56278 -0.89456 2.64055
H 1.83336 -0.25071 -0.21392
H 3.02109 0.75783 0.59248
H 0.92928 0.46377 2.44389
H 0.52552 3.06386 1.47983
H 1.58699 2.56030 2.76486
H 2.23228 2.72739 1.13877
H 1.57718 1.78770 -1.01344
H 0.46234 1.80926 -2.35435
H 0.08487 4.02507 -2.08030
H -0.35833 3.81632 -0.37356
H -1.81902 1.36721 -2.19973
H -4.84117 0.11974 -0.50389
H -4.23159 0.84716 -1.97502
H -3.06083 -1.69448 -2.11471
H -4.55378 -1.26432 -2.91326
H -4.58855 -2.06974 -1.34423
H -3.24378 -0.65696 1.27307
C 6.84304 -1.13248 -1.38188
C 6.80936 -2.00934 -0.14586
O 5.47572 -2.30594 0.27623
H 6.31033 -0.19801 -1.20092
H 7.86918 -0.89732 -1.66453
H 6.36828 -1.63593 -2.22755
H 7.27232 -1.50251 0.69897
H 7.35966 -2.93843 -0.32024
H 5.04240 -2.78589 -0.43677
C 4.25722 -6.40106 3.09539
C 3.16469 -5.69982 3.87800
O 2.05610 -5.33017 3.05581
H 4.61097 -5.76486 2.28341
H 5.10195 -6.64511 3.73990
H 3.88567 -7.33174 2.66046
H 3.53547 -4.76674 4.30020
H 2.82273 -6.32942 4.70508
H 1.68967 -6.13446 2.67552
C -3.57245 -5.84657 -4.73307
C -3.90922 -4.51915 -4.08463
O -3.28924 -4.36079 -2.80680
H -3.86998 -6.67103 -4.08561
H -4.08328 -5.95275 -5.69019
H -2.49802 -5.92860 -4.91339
H -4.97929 -4.44545 -3.89584
H -3.62757 -3.69057 -4.74442
H -2.33748 -4.42583 -2.93278
C -5.12949 3.73662 1.12325
C -4.91177 3.04556 2.45468
O -4.77747 1.62891 2.31150
H -6.01518 3.33848 0.62820
H -5.25858 4.81071 1.25612
H -4.27169 3.58021 0.46106
H -5.76839 3.18855 3.10973
H -4.03209 3.45636 2.96111
H -4.02503 1.47567 1.73331
C 0.17463 7.20310 -0.11377
C -1.02009 7.86392 -0.77712
O -0.64176 8.85169 -1.72415
H 0.79824 7.95045 0.37607
H -0.14362 6.47346 0.63436
H 0.79447 6.68745 -0.85085
H -1.62733 8.38745 -0.04035
H -1.65702 7.10813 -1.25499
H -0.10657 8.43581 -2.40659
```

Summary:
LUMO energy, eV: -3.89
F_max, eV/A: 0.55
Spin multiplicity: 1
Charge: +1

***

[2]
C24H52BrO7 | ωB97M-V/def2-TZVPD

Structure (XYZ):
```
84
Properties=species:S:1:pos:R:3
C 6.79327 -3.75091 -2.48733
C 7.14140 -2.47724 -3.24732
C 6.71205 -1.19121 -2.53332
C 6.26591 -0.08728 -3.48790
O 4.97220 -0.27807 -3.99376
C 3.91074 -0.10249 -2.97744
C 3.52716 1.37809 -3.02880
C 3.67986 2.17127 -1.71379
C 2.75901 1.59315 -0.67125
Br 2.90834 2.50758 1.07367
C 2.80091 -1.02161 -3.45830
C 1.52036 -0.87973 -2.62883
C 3.27130 -2.49674 -3.48327
C 3.12585 -3.24137 -2.15828
H 6.99224 -4.64786 -3.08370
H 5.73399 -3.76490 -2.21309
H 7.36761 -3.84088 -1.55898
H 6.67281 -2.50236 -4.23819
H 8.22586 -2.45256 -3.42112
H 7.51178 -0.81461 -1.88329
H 5.84238 -1.38551 -1.89295
H 6.93203 -0.06128 -4.36523
H 6.35066 0.89421 -2.99298
H 4.17471 1.85970 -3.77527
H 2.49612 1.54293 -3.40921
H 4.71186 2.06817 -1.36381
H 3.46603 3.23641 -1.86198
H 1.70750 1.69014 -0.93311
H 3.01280 0.55284 -0.48640
H 2.50699 -0.77292 -4.50990
H 1.71511 -1.07106 -1.56960
H 1.10053 0.12506 -2.71877
H 0.74904 -1.58786 -2.95696
H 4.32624 -2.47800 -3.76803
H 2.74839 -3.04198 -4.28151
H 3.54871 -2.63952 -1.34812
H 3.67568 -4.18968 -2.18886
H 2.08555 -3.47149 -1.91015
C -3.82402 5.22286 5.75053
O -3.51379 4.32884 4.71320
C -4.02217 4.70013 3.44784
C -3.04427 4.42403 2.32695
O -1.91524 5.27448 2.28970
C -0.88370 5.06498 3.24824
C -0.08894 3.78985 3.06580
O -0.86556 2.65671 3.40670
C -0.70018 1.54795 2.54991
H -4.87875 5.16206 6.04826
H -3.20529 4.95519 6.60583
H -3.60653 6.25933 5.46611
H -4.28710 5.76463 3.43902
H -4.93687 4.12792 3.23346
H -3.58549 4.64045 1.40083
H -2.75447 3.37340 2.31074
H -1.27098 5.11568 4.26904
H -0.19790 5.89984 3.08995
H 0.78778 3.84968 3.72561
H 0.28559 3.71294 2.04116
H -0.60852 1.86108 1.50443
H -1.59096 0.92749 2.65465
H 0.18345 0.95506 2.80457
C -4.71388 0.65718 1.81783
O -4.36185 -0.40350 0.96118
C -3.36071 -1.27251 1.46017
C -3.69972 -2.71851 1.17623
O -4.79957 -3.20380 1.93353
C -6.09285 -2.96875 1.40670
C -6.53856 -4.02608 0.41935
O -5.81720 -3.93566 -0.79280
C -5.42785 -5.17278 -1.33929
H -3.97158 1.46257 1.80305
H -5.66971 1.05177 1.47434
H -4.82966 0.31388 2.85213
H -3.23778 -1.13208 2.54033
H -2.39808 -1.05442 0.97934
H -2.84253 -3.31366 1.50012
H -3.84939 -2.86951 0.10592
H -6.17608 -1.97540 0.96203
H -6.77058 -3.03271 2.26288
H -7.61127 -3.87899 0.22767
H -6.41083 -5.01756 0.86905
H -4.95908 -5.81299 -0.58400
H -4.70420 -4.96691 -2.12582
H -6.27608 -5.71465 -1.77531
```

Summary:
LUMO energy, eV: 2.28
F_max, eV/A: 0.23
Spin multiplicity: 1
Charge: -1

***

[3]
C24H52Cl2IN14O25 | ωB97M-V/def2-TZVPD

Structure (XYZ):
```
118
Properties=species:S:1:pos:R:3
C 0.86706 -4.36756 0.63485
C -0.61424 -4.65602 -0.06332
O -1.74901 -4.13984 0.71752
C -2.16437 -2.79623 0.28504
C -1.05965 -1.72067 -0.35755
C -1.54751 -0.19352 -0.82137
C -0.40648 0.83264 -1.44531
N -0.04616 1.79591 -0.33288
C 0.52121 1.09547 0.88229
N -2.99024 0.24537 -0.66475
I -3.67844 2.13887 -1.26672
C -4.02816 -0.68585 -0.05720
C -3.73263 -2.23729 0.44429
C -4.83431 -3.24868 1.11577
Cl -4.42281 -4.36308 2.58661
C -6.26619 -3.37660 0.62925
C -6.86372 -2.47879 -0.60564
Cl -7.46173 -4.56357 1.46743
H 1.59305 -3.84584 -0.15215
H 0.81375 -3.68252 1.58265
H 1.41000 -5.39104 0.91713
H -0.72550 -5.84470 -0.05955
H -0.60524 -4.34356 -1.19297
H 0.07136 -1.96311 -0.53372
H -0.73270 1.35550 -2.44073
H 0.55209 0.18358 -1.69774
H -0.87066 2.37884 -0.03584
H 1.32525 0.26805 0.58726
H 1.07682 1.87258 1.58877
H -0.31197 0.59424 1.57049
H -5.13765 -0.27142 0.05651
H -7.00814 -1.33760 -0.28652
H -6.25873 -2.53964 -1.60584
H -7.97121 -2.86789 -0.82172
C 5.37233 -3.11404 1.21662
N 3.90665 -3.36763 1.18253
O 3.16422 -2.38391 1.08171
O 3.54295 -4.54698 1.25797
H 5.54659 -2.03852 1.14211
H 5.75181 -3.50141 2.16426
H 5.81701 -3.63652 0.36721
C -1.31458 2.47558 -5.91680
N -0.53322 1.25252 -5.58923
O -0.34278 0.44101 -6.50259
O -0.13320 1.14174 -4.42452
H -1.60048 2.44055 -6.97021
H -2.19938 2.48248 -5.27713
H -0.67481 3.33808 -5.71931
C 9.57233 -1.87944 2.66845
N 8.10665 -2.13302 2.63436
O 7.36422 -1.14931 2.53354
O 7.74295 -3.31237 2.70980
H 9.74659 -0.80392 2.59393
H 9.95181 -2.26681 3.61608
H 10.01701 -2.40192 1.81904
C 3.31704 -3.43402 4.78211
N 4.48130 -2.51070 4.85729
O 4.68582 -1.94445 5.93738
O 5.15690 -2.38048 3.82994
H 2.81654 -3.45119 5.75260
H 2.64573 -3.05554 4.00869
H 3.69823 -4.42494 4.52720
C 4.76947 1.91298 2.26279
N 3.99117 3.01075 1.62808
O 2.87417 3.25746 2.09767
O 4.52355 3.59368 0.67645
H 4.18267 1.49171 3.08184
H 4.95976 1.15847 1.49690
H 5.70077 2.34297 2.63696
C 8.42260 -5.76685 -1.44399
N 8.20719 -4.87546 -0.27236
O 7.56741 -5.33693 0.67988
O 8.68642 -3.73775 -0.34179
H 7.94944 -6.73100 -1.24605
H 7.96831 -5.28539 -2.31226
H 9.50019 -5.88556 -1.57403
C -4.91458 -7.98741 2.92320
N -4.13322 -9.21046 3.25076
O -3.94278 -10.02198 2.33740
O -3.73320 -9.32124 4.41548
H -5.20048 -8.02244 1.86978
H -5.79938 -7.98050 3.56286
H -4.27481 -7.12491 3.12069
C 2.21297 5.40443 -4.16789
N 1.79607 4.31132 -5.08714
O 2.35957 3.21813 -4.95886
O 0.91500 4.58165 -5.91144
H 2.99066 5.02729 -3.50034
H 2.59489 6.22302 -4.78118
H 1.33240 5.71101 -3.59973
C -2.62921 6.04842 -3.07400
N -1.58889 5.97125 -4.13489
O -1.90750 5.43390 -5.20204
O -0.48193 6.45225 -3.86634
H -3.54768 5.58929 -3.44583
H -2.25280 5.50759 -2.20343
H -2.79042 7.10415 -2.84672
C -7.25701 -4.57170 5.24387
N -7.97550 -3.91700 6.37030
O -9.21133 -3.95463 6.35152
O -7.27856 -3.38385 7.24143
H -7.99111 -4.99664 4.55600
H -6.65910 -3.80629 4.74514
H -6.62583 -5.35582 5.66694
C -5.96934 8.37278 -1.56655
N -4.92902 8.29561 -2.62744
O -5.24762 7.75827 -3.69459
O -3.82206 8.77661 -2.35888
H -6.88781 7.91365 -1.93838
H -5.59293 7.83195 -0.69597
H -6.13055 9.42851 -1.33927
C -1.13069 10.54017 -2.97419
N -0.85839 11.86938 -2.36366
O -0.58309 12.79905 -3.13111
O -0.92870 11.94186 -1.13133
H -1.03397 10.62311 -4.05882
H -0.39708 9.83735 -2.57426
H -2.14742 10.25297 -2.69852
```

Summary:
LUMO energy, eV: -5.09
F_max, eV/A: 5.41
Spin multiplicity: 1
Charge: +1